No. 1
An isolated molecule of C5H6O, computed with wB97M-V/def2-TZVPD.

Summary:
ΔE to the lowest compared entry with this formula, charge and spin = 5.154 eV
HOMO-LUMO gap = 7.77 eV

Each line ends with the Mulliken charge.
Atoms and positions in Å:
O (0.8982, 1.9523, 0.5319)  -0.37
C (1.9206, -0.8091, 0.2913)  -0.67
C (0.5520, -0.4951, 0.0937)  0.25
C (-0.5254, 2.0191, 0.1373)  -0.10
C (0.2901, 0.8366, 0.2175)  0.46
C (-0.5978, -1.4111, -0.2900)  -1.18
H (2.0348, -1.8929, 0.0626)  0.20
H (-0.6282, -1.5844, -1.3720)  0.27
H (-1.5713, -1.0066, 0.0135)  0.35
H (-1.2079, 2.2775, 0.9429)  0.24
H (-0.6885, 2.4975, -0.8250)  0.22
H (-0.4765, -2.3840, 0.1963)  0.34

No. 2
A structure of composition C24H45O3SSiZr, computed with wB97M-V/def2-TZVPD.

Summary:
net charge = +3
ΔE to the lowest compared entry with this formula, charge and spin = 0.000 eV
HOMO-LUMO gap = 7.67 eV

Each line ends with the Mulliken charge.
Atoms and positions in Å:
Zr (0.8767, -0.0542, 1.0258)  -0.80
S (-0.1055, 1.8110, 0.0373)  -0.68
Si (-1.5581, 0.3496, -0.6846)  -0.35
O (-2.8439, 0.3429, 0.2492)  0.26
O (-0.5147, -0.9761, -0.1828)  1.25
O (-1.6815, 0.2352, -2.2416)  0.26
C (2.8717, 1.6448, 1.4652)  1.86
C (-0.6642, -2.4944, -0.3445)  1.63
C (-3.1239, 0.6371, 1.6560)  1.28
C (-0.1100, -2.8395, -1.7042)  -1.25
C (-3.2162, 0.0318, -4.0815)  -1.57
C (2.9113, 0.4675, 2.2695)  -1.13
C (-3.0409, 2.1343, 1.8959)  -1.55
C (3.0411, 0.2134, -0.5225)  0.76
C (3.3592, -1.9933, 2.6211)  -2.28
C (0.1871, -3.0046, 0.8100)  -2.25
C (-3.2513, 2.0766, -2.6124)  -1.46
C (-2.3937, 1.0372, -3.3066)  1.36
C (-1.2946, 1.6595, -4.1400)  -1.52
C (2.6709, 2.9944, 2.0966)  -2.47
C (2.9888, 0.0785, -2.0173)  -2.24
C (3.2211, -0.7915, 1.7116)  1.92
C (-2.1757, -0.1599, 2.5574)  -0.57
C (3.7491, -2.1838, -0.3970)  -1.61
C (-2.1256, -2.8552, -0.2068)  -1.22
C (-4.5404, 0.1364, 1.9050)  -1.67
C (2.9836, 1.5147, 0.0636)  1.02
C (3.3007, -0.9185, 0.2901)  1.13
C (2.3807, 0.5165, 3.6764)  -0.94
C (3.0510, 2.7209, -0.8127)  -1.68
H (-1.0933, -0.0735, 2.2585)  -0.43
H (3.0015, -2.6085, -1.0665)  0.30
H (2.7401, -0.2951, 4.2998)  0.40
H (-2.2231, -3.9332, -0.3435)  0.58
H (3.9974, 0.1922, -2.4287)  0.49
H (-3.6622, 2.6600, 1.1718)  0.36
H (2.2588, 3.7123, 1.3931)  0.50
H (-0.6974, 2.3526, -3.5434)  0.30
H (2.6261, -0.8970, -2.3311)  0.40
H (-5.2419, 0.6991, 1.2908)  0.40
H (0.2117, -4.0936, 0.8434)  0.63
H (-3.4269, 2.3600, 2.8900)  0.53
H (-3.7399, 0.5413, -4.8903)  0.47
H (-0.2278, -2.6773, 1.7751)  0.26
H (-0.7192, -2.3929, -2.4893)  0.22
H (4.6164, -1.9359, -1.0131)  0.47
H (-2.6382, 2.7501, -2.0031)  0.31
H (3.5063, 3.5579, -0.2900)  0.49
H (-2.5307, -2.6030, 0.7709)  0.22
H (-2.0234, 2.5207, 1.8349)  0.21
H (-0.1249, -3.9232, -1.8242)  0.49
H (2.4712, -2.1629, 3.2352)  0.48
H (-2.7224, -2.3713, -0.9810)  0.28
H (-2.5805, -0.7342, -4.5247)  0.35
H (3.6382, 3.3768, 2.4369)  0.37
H (2.3617, 0.8448, -2.4670)  0.56
H (1.2631, 0.4092, 3.6461)  0.32
H (-1.7354, 2.2220, -4.9626)  0.48
H (2.0488, 3.0316, -1.1285)  0.35
H (-3.7554, 2.6921, -3.3568)  0.55
H (1.2410, -2.6892, 0.6980)  0.67
H (2.0100, 2.9671, 2.9585)  0.55
H (3.5495, -2.9102, 2.0790)  0.23
H (-4.8169, 0.2736, 2.9502)  0.46
H (4.1942, -1.8413, 3.3082)  0.52
H (0.9186, -2.4935, -1.8253)  0.14
H (4.0598, -2.9551, 0.2957)  0.32
H (-4.0172, 1.6099, -1.9918)  0.34
H (-0.6483, 0.8924, -4.5658)  0.32
H (-2.2374, 0.1991, 3.5839)  0.64
H (3.6290, 2.5224, -1.7118)  0.44
H (-3.9625, -0.4398, -3.4417)  0.36
H (-4.6282, -0.9209, 1.6549)  0.39
H (-2.4011, -1.2252, 2.5442)  0.36
H (2.5579, 1.4582, 4.1851)  0.44

No. 3
A structure of composition C15H17N4O2SSc, computed with wB97M-V/def2-TZVPD.

Summary:
net charge = +2
HOMO-LUMO gap = 8.11 eV

Each line ends with the Mulliken charge.
Atoms and positions in Å:
Sc (-0.2639, 0.3207, -0.1504)  0.50
S (2.2147, 0.2720, -0.2944)  -0.34
O (-1.7757, 0.0484, -1.3964)  -0.61
O (-1.3771, 1.0330, -3.3654)  -0.25
N (2.1232, 1.1342, -2.9647)  0.29
N (-0.6891, -1.1726, 1.4180)  -0.12
N (4.0909, 0.6923, -2.2018)  0.13
N (-0.9574, 1.5661, 1.5960)  -0.44
C (-1.6653, 0.7150, 2.5506)  0.78
C (2.7898, 0.7200, -1.8780)  0.47
C (-2.9069, -0.9939, 4.3820)  -0.97
C (-3.1066, 0.3556, 4.4481)  -0.69
C (-2.6858, 0.6024, -3.8889)  -0.63
C (5.1926, 0.2678, -1.3424)  -0.87
C (-1.0232, -3.3969, 2.2486)  -0.92
C (-1.0238, 0.7405, -2.1616)  0.26
C (-1.8297, -2.9295, 3.2517)  -0.41
C (-2.4736, 1.2207, 3.5311)  -0.61
C (-1.4693, -0.6828, 2.4374)  0.09
C (-0.4790, -2.4782, 1.3408)  0.09
C (-2.0801, -1.5457, 3.3741)  0.67
C (4.2400, 1.1086, -3.5061)  -0.25
C (3.0068, 1.3661, -3.9922)  -0.47
H (-3.7411, 0.7773, 5.2138)  0.43
H (-2.5342, -0.3553, -4.3786)  0.30
H (-2.6208, 2.2902, 3.6156)  0.44
H (5.2100, 1.1690, -3.9649)  0.44
H (2.6803, 1.7053, -4.9571)  0.45
H (1.1174, 1.2478, -2.9834)  0.09
H (4.9381, 0.4823, -0.3090)  0.35
H (-0.8074, -4.4484, 2.1360)  0.42
H (-0.1289, 1.9649, 2.0464)  0.34
H (5.3685, -0.7978, -1.4752)  0.33
H (-3.3762, -1.6569, 5.0956)  0.44
H (6.0755, 0.8344, -1.6231)  0.34
H (-1.5458, 2.3584, 1.3338)  0.41
H (-3.3939, 0.5281, -3.0708)  0.31
H (-2.2798, -3.6112, 3.9617)  0.47
H (-2.9621, 1.3706, -4.6017)  0.25
H (0.1488, -2.8226, 0.5249)  0.47

No. 4
The ion H2P4S3 with charge -2, computed with wB97M-V/def2-TZVPD.

Summary:
SMILES = [S-][PH]#[PH]P1#S#P1[S-]
net charge = -2
ΔE to the lowest compared entry with this formula, charge and spin = 0.671 eV
HOMO-LUMO gap = 5.63 eV

Each line ends with the Mulliken charge.
Atoms and positions in Å:
S (-3.5992, -1.4388, -0.4741)  -0.43
S (2.2205, 1.4013, -0.0057)  -0.73
S (-3.9957, 2.0970, 0.2914)  -0.61
P (-2.8624, 0.7265, -0.5374)  0.05
P (-2.1360, -0.8361, 0.8588)  -0.04
P (-0.1135, -0.9882, 0.1871)  -0.12
P (0.2084, 1.1196, 0.0321)  -0.13
H (0.2326, -1.3731, 1.4012)  -0.01
H (-0.0846, 0.8458, -1.2910)  0.03

- Among the records above, which one has the highest HOMO-LUMO gap?
  C15H17N4O2SSc

- Among the records above, which one has the highest HOMO-LUMO gap?
  C15H17N4O2SSc

Repeat the third record exactly.
A structure of composition C15H17N4O2SSc, computed with wB97M-V/def2-TZVPD.

Summary:
net charge = +2
HOMO-LUMO gap = 8.11 eV

Each line ends with the Mulliken charge.
Atoms and positions in Å:
Sc (-0.2639, 0.3207, -0.1504)  0.50
S (2.2147, 0.2720, -0.2944)  -0.34
O (-1.7757, 0.0484, -1.3964)  -0.61
O (-1.3771, 1.0330, -3.3654)  -0.25
N (2.1232, 1.1342, -2.9647)  0.29
N (-0.6891, -1.1726, 1.4180)  -0.12
N (4.0909, 0.6923, -2.2018)  0.13
N (-0.9574, 1.5661, 1.5960)  -0.44
C (-1.6653, 0.7150, 2.5506)  0.78
C (2.7898, 0.7200, -1.8780)  0.47
C (-2.9069, -0.9939, 4.3820)  -0.97
C (-3.1066, 0.3556, 4.4481)  -0.69
C (-2.6858, 0.6024, -3.8889)  -0.63
C (5.1926, 0.2678, -1.3424)  -0.87
C (-1.0232, -3.3969, 2.2486)  -0.92
C (-1.0238, 0.7405, -2.1616)  0.26
C (-1.8297, -2.9295, 3.2517)  -0.41
C (-2.4736, 1.2207, 3.5311)  -0.61
C (-1.4693, -0.6828, 2.4374)  0.09
C (-0.4790, -2.4782, 1.3408)  0.09
C (-2.0801, -1.5457, 3.3741)  0.67
C (4.2400, 1.1086, -3.5061)  -0.25
C (3.0068, 1.3661, -3.9922)  -0.47
H (-3.7411, 0.7773, 5.2138)  0.43
H (-2.5342, -0.3553, -4.3786)  0.30
H (-2.6208, 2.2902, 3.6156)  0.44
H (5.2100, 1.1690, -3.9649)  0.44
H (2.6803, 1.7053, -4.9571)  0.45
H (1.1174, 1.2478, -2.9834)  0.09
H (4.9381, 0.4823, -0.3090)  0.35
H (-0.8074, -4.4484, 2.1360)  0.42
H (-0.1289, 1.9649, 2.0464)  0.34
H (5.3685, -0.7978, -1.4752)  0.33
H (-3.3762, -1.6569, 5.0956)  0.44
H (6.0755, 0.8344, -1.6231)  0.34
H (-1.5458, 2.3584, 1.3338)  0.41
H (-3.3939, 0.5281, -3.0708)  0.31
H (-2.2798, -3.6112, 3.9617)  0.47
H (-2.9621, 1.3706, -4.6017)  0.25
H (0.1488, -2.8226, 0.5249)  0.47